Entry 1:
C36H50N2OPSTeTl | wB97M-V/def2-TZVPD

The relative energy (zero: lowest compared OMol25 entry of this formula, charge and spin) is 0.000 eV. Its charge is -2. For the calculated total energy, the calculation gives -2766.61106 Ha. Its molecular weight is 921.8 Da.

CARTESIAN COORDINATES (ANGSTROEM)
Tl (-1.366, 0.811, 3.317)
Te (-1.631, -1.690, 2.699)
S (-3.717, 1.800, 4.009)
P (0.951, -0.416, -2.092)
O (0.428, 0.909, -2.514)
N (0.159, 1.932, 4.167)
N (-4.252, 1.334, 0.907)
C (2.403, 5.405, 3.322)
C (3.688, -0.214, 1.730)
C (0.870, 2.949, 3.758)
C (-4.192, 1.130, -0.376)
C (4.017, -1.337, 0.683)
C (1.680, -0.336, -4.889)
C (1.756, 0.593, 0.320)
C (-2.409, -3.647, -1.353)
C (0.094, -3.137, -1.437)
C (2.748, 2.242, 5.327)
C (2.988, 0.443, -4.878)
C (1.197, 5.140, 2.625)
C (-6.355, -1.248, 3.403)
C (2.852, -2.231, -3.548)
C (0.511, 3.958, 2.796)
C (-5.684, -0.763, -0.188)
C (-6.379, -1.495, 2.070)
C (4.126, -1.418, -3.641)
C (-4.899, 0.054, -0.972)
C (4.183, -0.519, -4.899)
C (2.888, -1.593, -0.342)
C (-5.500, -0.264, 3.924)
C (2.182, 0.131, 1.743)
C (2.289, -0.270, -0.839)
C (-3.367, 2.055, -1.237)
C (2.185, 3.178, 4.345)
C (-4.758, 0.646, 3.203)
C (-0.261, -1.616, -1.371)
C (-0.988, -3.930, -0.747)
C (1.597, -1.290, -3.665)
C (-4.851, 0.455, 1.738)
C (-2.399, -2.553, -2.392)
C (-1.731, -1.251, -1.837)
C (-0.818, 3.747, 2.102)
C (2.870, 4.405, 4.173)
C (-5.606, -0.672, 1.201)
H (-3.379, -2.328, -2.792)
H (2.182, 1.605, 0.172)
H (3.087, 0.273, -1.281)
H (4.944, -2.134, -3.697)
H (-0.189, -1.326, -0.315)
H (0.875, 0.403, -4.909)
H (-1.818, -2.897, -3.286)
H (0.999, -3.266, -0.881)
H (2.774, -2.959, -4.377)
H (3.979, -0.605, 2.693)
H (-0.727, 2.829, 1.501)
H (-0.848, -5.026, -0.683)
H (1.919, 0.811, 2.553)
H (4.888, -0.984, 0.141)
H (2.756, -2.739, -2.633)
H (0.695, 0.652, 0.227)
H (-6.199, -1.545, -0.677)
H (5.104, 0.062, -4.975)
H (1.616, -0.794, 2.013)
H (3.047, 1.099, -5.731)
H (0.322, -3.496, -2.434)
H (3.062, 1.078, -3.994)
H (-1.047, 4.528, 1.374)
H (4.254, 0.665, 1.512)
H (3.720, 2.588, 5.672)
H (-1.727, 3.605, 2.646)
H (-2.836, -4.547, -1.765)
H (-2.356, 1.695, -1.245)
H (4.301, -0.808, -2.790)
H (1.578, -0.929, -5.836)
H (2.917, 6.303, 3.256)
H (-1.683, -0.423, -2.528)
H (2.067, 2.307, 6.191)
H (-3.027, -3.306, -0.581)
H (-5.405, -0.102, 5.006)
H (2.719, 1.182, 4.983)
H (0.743, 5.857, 2.012)
H (-3.304, 3.020, -0.809)
H (3.197, -2.231, -1.098)
H (4.338, -2.277, 1.153)
H (-4.822, -0.169, -2.059)
H (-3.819, 2.088, -2.220)
H (0.757, -1.902, -3.916)
H (-7.034, -2.276, 1.699)
H (-6.902, -1.906, 4.065)
H (4.098, -1.116, -5.815)
H (-0.897, -3.576, 0.233)
H (-2.317, -0.871, -0.964)
H (2.134, -2.146, 0.179)
H (3.768, 4.603, 4.661)

Entry 2:
C36H50N4OSiY | wB97M-V/def2-TZVPD

Its charge is +1. For the calculated total energy, the calculation gives -2023.78072 Ha. Its molecular weight is 671.8 Da.

CARTESIAN COORDINATES (ANGSTROEM)
Y (0.207, 0.160, -0.397)
Si (1.390, 1.496, 2.782)
O (1.036, -1.723, 1.009)
N (-1.533, -1.773, -0.192)
N (-1.951, 0.935, -1.566)
N (1.052, -1.583, -2.003)
N (-1.315, 0.873, 1.937)
C (3.212, -1.950, 4.282)
C (3.005, 2.824, 4.756)
C (2.118, 2.980, 3.690)
C (1.137, -0.292, 5.054)
C (-0.485, 1.854, 2.699)
C (-1.571, -0.311, 2.817)
C (0.619, -2.674, -4.096)
C (1.654, 1.258, -3.331)
C (0.242, -1.905, -3.015)
C (-2.984, 0.118, -2.237)
C (1.126, 3.926, -2.881)
C (2.515, -2.222, 5.447)
C (2.856, -0.855, 3.504)
C (1.870, 3.560, -3.992)
C (-3.029, -0.750, 2.857)
C (-3.553, 1.723, 2.762)
C (-3.606, -0.946, -1.336)
C (2.322, -2.018, -2.057)
C (3.565, 3.920, 5.396)
C (1.924, -3.139, -4.141)
C (1.843, 1.205, 1.026)
C (-2.716, -2.138, -0.998)
C (2.368, 5.384, 3.923)
C (0.917, 1.575, -2.179)
C (1.816, 4.284, 3.288)
C (3.182, -2.665, 0.231)
C (-3.909, 0.371, 3.412)
C (3.246, 5.203, 4.982)
C (1.482, -1.378, 5.840)
C (3.238, -1.657, -0.926)
C (2.780, -2.803, -3.108)
C (2.135, 2.217, -4.214)
C (1.775, -2.930, 0.745)
C (-2.608, 1.515, 1.585)
C (1.794, -0.019, 3.851)
C (0.670, 2.950, -2.003)
H (1.194, -3.474, -0.003)
H (-4.495, -1.328, -1.841)
H (1.421, -1.297, 1.796)
H (-0.520, 2.801, 2.148)
H (1.146, 4.455, 2.452)
H (2.240, 4.313, -4.675)
H (-3.976, -0.488, -0.414)
H (-2.378, 2.469, 1.104)
H (-3.093, 2.394, 3.487)
H (2.841, 0.765, 0.930)
H (-0.939, 2.063, 3.674)
H (-0.762, -1.505, -2.956)
H (1.931, 2.190, 0.544)
H (3.611, -3.620, -0.083)
H (-3.109, 0.891, 0.843)
H (-3.774, 0.760, -2.637)
H (-3.771, 0.430, 4.493)
H (3.264, 1.829, 5.102)
H (2.788, -3.070, 6.061)
H (3.809, -2.303, 1.047)
H (-0.912, -1.136, 2.531)
H (4.260, -1.600, -1.302)
H (2.116, 6.383, 3.592)
H (-1.842, -1.566, 0.755)
H (-2.421, 1.614, -0.972)
H (1.799, -3.530, 1.657)
H (0.959, -1.562, 6.769)
H (0.116, 3.304, -1.129)
H (3.812, -3.126, -3.115)
H (3.443, -0.623, 2.622)
H (-2.525, -0.358, -3.106)
H (-3.100, -1.640, 3.486)
H (4.252, 3.771, 6.220)
H (-4.959, 0.127, 3.249)
H (0.913, 4.971, -2.694)
H (-3.392, -1.055, 1.869)
H (-0.930, -2.583, -0.085)
H (1.887, 0.222, -3.562)
H (-1.289, -0.058, 3.841)
H (4.048, -2.575, 3.990)
H (2.717, 1.919, -5.077)
H (-0.088, -2.889, -4.883)
H (2.270, -3.743, -4.970)
H (2.998, -0.656, -0.562)
H (-4.448, 2.237, 2.410)
H (-3.317, -2.893, -0.479)
H (-1.457, 1.491, -2.265)
H (0.355, 0.373, 5.401)
H (3.680, 6.060, 5.480)
H (-2.368, -2.606, -1.921)

Entry 3:
C36H52AsN5PdSSi | wB97M-V/def2-TZVPD

Its charge is +2. For the calculated total energy, the calculation gives -4727.57595 Ha. Its molecular weight is 796.3 Da. As for the spin multiplicity: 5.

CARTESIAN COORDINATES (ANGSTROEM)
Pd (0.358, 0.378, 0.059)
As (-0.993, 2.232, -2.716)
S (0.021, 0.137, 2.619)
Si (-0.364, 1.883, 5.738)
N (-0.041, -1.805, -0.414)
N (-0.167, 2.411, 1.484)
N (1.362, 0.029, -1.980)
N (-1.351, 1.349, -1.048)
N (2.360, -0.734, 0.741)
C (0.822, 3.103, 6.493)
C (-5.827, 2.290, -6.700)
C (0.923, -2.695, 0.265)
C (0.935, 5.560, -1.023)
C (-2.048, 2.070, 6.502)
C (-0.026, 6.532, -0.769)
C (0.341, 7.819, -0.083)
C (1.066, -1.299, -2.562)
C (-3.577, 3.064, -5.860)
C (-4.840, 1.762, 1.174)
C (-0.715, 4.079, -2.004)
C (-3.643, 1.246, -3.757)
C (-0.564, 3.656, 1.378)
C (-4.685, 2.241, -5.722)
C (-3.119, 5.063, -2.305)
C (-0.148, -1.906, -1.878)
C (0.275, 0.150, 5.919)
C (-3.721, 0.107, -2.768)
C (-3.433, 2.511, -0.623)
C (-4.678, 1.324, -4.683)
C (-1.314, 6.275, -1.196)
C (-4.567, 2.659, 0.140)
C (-2.501, 1.468, -0.361)
C (-1.322, 3.906, -5.241)
C (-2.522, 3.033, -4.960)
C (-1.685, 5.083, -1.828)
C (2.345, -2.144, 0.307)
C (-2.596, 2.178, -3.841)
C (1.776, 3.417, -1.886)
C (-0.996, 4.396, 2.498)
C (-0.525, 2.493, 3.917)
C (-0.210, 1.818, 2.715)
C (-3.964, 0.700, 1.428)
C (-0.941, 3.823, 3.747)
C (0.622, 4.355, -1.633)
C (-2.824, 0.552, 0.680)
H (1.154, 8.320, -0.609)
H (-2.739, -0.202, -2.418)
H (1.736, 2.540, -1.238)
H (-2.759, 1.334, 6.121)
H (-4.191, -0.751, -3.246)
H (-3.255, 5.847, -3.053)
H (-5.735, 1.876, 1.770)
H (-4.196, -0.013, 2.208)
H (-1.348, 5.410, 2.359)
H (2.323, -0.683, 1.755)
H (3.230, -0.286, 0.474)
H (-0.298, -2.940, -2.200)
H (2.363, 0.173, -1.908)
H (0.458, 4.129, 6.403)
H (0.933, 2.885, 7.557)
H (-4.324, 0.360, -1.894)
H (-3.219, 3.205, -1.420)
H (0.408, -0.041, 6.987)
H (2.809, -2.204, -0.674)
H (1.967, 5.753, -0.748)
H (-5.965, 1.320, -7.180)
H (-3.435, 4.132, -2.757)
H (1.004, 0.765, -2.589)
H (2.717, 3.925, -1.680)
H (-5.657, 3.035, -7.474)
H (1.243, 0.006, 5.437)
H (-0.507, 8.501, -0.036)
H (-1.210, 4.713, -4.519)
H (-3.521, 3.739, -6.706)
H (-0.419, -0.596, 5.532)
H (-1.027, -1.333, -2.170)
H (0.853, -1.219, -3.629)
H (1.812, 3.052, 6.036)
H (-6.761, 2.531, -6.191)
H (-2.466, 3.064, 6.334)
H (2.934, -2.775, 0.975)
H (1.932, -1.949, -2.467)
H (0.685, 7.630, 0.936)
H (-1.967, 1.926, 7.582)
H (-5.496, 0.616, -4.601)
H (-2.076, 7.036, -1.063)
H (-1.409, 4.358, -6.227)
H (-3.792, 5.303, -1.480)
H (0.563, -2.839, 1.285)
H (-2.163, -0.286, 0.858)
H (-5.257, 3.465, -0.070)
H (-1.228, 4.408, 4.613)
H (0.945, -3.676, -0.218)
H (-0.957, -1.988, -0.018)
H (1.799, 3.079, -2.923)
H (-0.552, 4.097, 0.391)
H (-0.396, 3.323, -5.228)

Question: The lowest charge belongs to which entry?
Answer: C36H50N2OPSTeTl

Question: The highest calculated total energy belongs to which entry?
Answer: C36H50N4OSiY

Question: Number 2 is which compound?
Answer: C36H50N4OSiY